Version 1
{"formula": "C4H8N2O", "method": "wB97M-V/def2-TZVPD", "species": ["C", "C", "C", "C", "H", "H", "H", "H", "H", "H", "H", "H", "N", "N", "O"], "positions_angstrom": [[2.6631, -0.4430, 0.1361], [0.5713, 0.1018, 0.1723], [-0.5814, 1.0929, 0.0828], [-1.8481, 0.9104, 0.1346], [2.3430, -1.0929, 1.4005], [2.8241, -1.6506, -0.9452], [3.4966, 0.6613, 0.4806], [0.5106, -0.9651, 0.6029], [-0.2424, 2.1124, -0.0438], [-2.4910, 1.5674, -0.3129], [-3.4666, -0.4078, -0.6440], [-1.1860, -0.8536, -0.8636], [1.6479, 0.5190, -0.3766], [-2.6164, -0.3112, 0.2496], [-1.6247, -1.2411, -0.0735]], "mulliken_charge": [-0.57, -0.11, -0.14, -0.35, 0.23, 0.24, 0.26, 0.29, 0.28, 0.33, 0.30, 0.35, -0.38, -0.30, -0.42], "charge": 0, "homo_ev": -9.118, "mol_weight_g_mol": 100.12, "gap_ev": 9.37}

=====

Version 2
{"formula": "C4H8N2O", "method": "wB97M-V/def2-TZVPD", "species": ["C", "N", "C", "C", "O", "C", "N", "H", "H", "H", "H", "H", "H", "H", "H"], "positions_angstrom": [[1.0896, -1.5150, 0.8184], [0.3950, -0.4037, 0.7841], [0.2663, 0.5284, -0.1883], [-0.7405, 1.6258, 0.0435], [-1.8110, 1.1559, 0.8537], [1.1894, 0.5542, -1.2503], [1.9648, 0.5871, -2.1194], [1.7951, -1.7215, 0.0240], [0.9593, -2.1821, 1.6572], [-0.4108, -2.0266, -0.9128], [-0.2871, -0.2481, 1.5277], [-0.6565, -1.3825, -1.2165], [-1.0916, 1.9997, -0.9278], [-0.3224, 2.4775, 0.5928], [-2.3395, 0.5508, 0.3137]], "mulliken_charge": [-0.55, -0.02, 0.22, -0.48, -0.57, 0.18, -0.50, 0.33, 0.25, 0.06, 0.25, -0.04, 0.30, 0.26, 0.32], "charge": 0, "homo_ev": [-7.718, -7.717], "mol_weight_g_mol": 100.12, "gap_ev": [8.15, 8.15]}

=====

Version 3
{"formula": "C4H8N2O", "method": "wB97M-V/def2-TZVPD", "species": ["C", "C", "O", "H", "H", "H", "H", "C", "C", "N", "N", "H", "H", "H", "H"], "positions_angstrom": [[-0.4793, -2.3178, -1.2846], [-0.5390, -1.0590, -0.4763], [-0.8595, -1.1342, 0.7082], [-0.2935, 0.4555, -0.5747], [0.5115, -2.3855, -1.7396], [-0.6870, -3.2174, -0.7004], [-1.1893, -2.2330, -2.1105], [1.0266, 1.8932, 0.3942], [-0.8333, 0.7754, 1.3630], [-0.2468, 1.3489, 0.3200], [1.8191, 1.8569, -0.5929], [2.7133, 2.2865, -0.3708], [1.2656, 2.3280, 1.3740], [-1.9146, 0.7781, 1.3978], [-0.2936, 0.6244, 2.2926]], "mulliken_charge": [-1.10, 0.22, -0.43, 0.54, 0.27, 0.30, 0.27, 0.01, -0.18, -0.40, -0.60, 0.25, 0.36, 0.27, 0.23], "charge": 0, "homo_ev": -8.385, "mol_weight_g_mol": 100.12, "gap_ev": 9.10}

=====

Which of them is least stable? Easy: version 1.

=====

Version 1
{"formula": "C5H6BrN", "method": "wB97M-V/def2-TZVPD", "species": ["C", "C", "C", "C", "C", "N", "Br", "H", "H", "H", "H", "H", "H"], "positions_angstrom": [[-0.9208, -3.2681, 0.5822], [0.2978, 0.3695, -0.3230], [1.1674, -0.5308, -0.0444], [-0.1839, -2.7732, -0.4398], [0.5240, 1.8616, -0.3049], [-1.7099, -2.6916, -0.2933], [2.7919, -0.4472, 0.6426], [-1.0325, -3.7164, 1.5762], [-0.5660, 0.0562, -1.0172], [0.4408, -2.9594, -1.3178], [-0.3235, 2.2176, 0.1485], [1.3507, 1.9816, 0.4033], [0.7431, 2.3649, -1.2382]], "mulliken_charge": [0.06, 0.25, -0.33, -0.24, -1.05, -0.38, -0.12, 0.32, 0.24, 0.37, 0.30, 0.31, 0.27], "charge": 0, "homo_ev": [-7.734, -8.133], "mol_weight_g_mol": 160.01, "gap_ev": [7.54, 8.71]}

=====

Version 2
{"formula": "C5H6BrN", "method": "wB97M-V/def2-TZVPD", "species": ["C", "C", "C", "C", "C", "N", "Br", "H", "H", "H", "H", "H", "H"], "positions_angstrom": [[2.1265, -0.4960, -1.2536], [-0.4037, 0.0705, 0.7104], [-0.4234, 0.2611, -0.5680], [0.8274, -0.7009, -1.7043], [-1.2867, 0.5763, 1.7290], [1.5958, -1.5813, -0.8308], [-1.5871, 1.4026, -1.4792], [3.1283, 0.0275, -1.0679], [0.2002, -0.8297, 0.9459], [0.3521, -0.9426, -2.5362], [-0.8069, 0.9828, 2.5670], [-1.8296, 1.5439, 1.3080], [-1.8930, -0.3142, 2.1796]], "mulliken_charge": [-0.17, 0.09, -0.17, -0.01, -0.95, -0.48, -0.19, 0.29, 0.29, 0.53, 0.30, 0.26, 0.21], "charge": 0, "homo_ev": -9.040, "mol_weight_g_mol": 160.01, "gap_ev": 9.91}

=====

Which of them is least stable? Easy: version 1.